[1]
The following is a DFT calculation (wB97M-V/def2-TZVPD) of 2 unconnected molecules or ions with the total composition C3H11NOS at a distorted geometry.

Properties
Structure (SMILES): CCS.NCO

The geometry in XYZ format:
```
17
Properties=species:S:1:pos:R:3:forces:R:3:lowdin_charge:R:1
C -2.157406 0.079763 -1.100677 -1.2495 -0.8021 -1.4930 -0.18
C -2.969057 -1.112181 -0.486886 0.0829 0.2513 -0.0116 -0.56
S -3.983602 -0.471922 0.921886 0.8082 -0.2170 1.0532 0.66
H -1.090375 -0.090459 -1.080023 0.1862 -0.0273 -0.0239 0.06
H -2.480702 0.409571 -2.124872 0.3102 -0.8411 0.6424 0.08
H -2.432726 0.918771 -0.528511 0.2565 1.1240 0.9426 0.01
H -2.256677 -1.739417 0.086032 -0.5149 0.1233 -0.4885 0.05
H -3.553637 -1.761079 -1.175687 0.4939 0.6109 0.4310 0.07
H -5.266827 -0.301263 0.653631 -0.3498 -0.2139 -1.0369 -0.19
N 3.929737 1.244246 0.678467 0.2320 0.0435 -2.9463 0.01
C 3.151104 0.064966 0.377099 -0.3121 -0.2275 -3.1142 -0.42
O 1.851260 0.170553 0.828307 -1.6303 2.3022 3.0031 -0.11
H 4.285866 1.055005 1.565385 1.5945 0.3149 1.5169 0.03
H 4.664794 1.427605 -0.086900 -1.4104 -0.4522 2.1280 0.12
H 3.572707 -0.890477 0.760147 0.0321 0.4831 -0.3081 0.11
H 2.949197 0.025179 -0.765942 1.2237 -0.3176 1.5400 0.13
H 1.786339 0.971140 1.478539 0.2468 -2.1543 -1.8349 0.14
```
Positions in Å, forces in eV/Å.

[2]
The following is a DFT calculation (wB97M-V/def2-TZVPD) of 2 unconnected molecules or ions with the total composition C3H11NOS at a distorted geometry.

Properties
Structure (SMILES): C[C@@H](N)CS.O

The geometry in XYZ format:
```
17
Properties=species:S:1:pos:R:3:forces:R:3:lowdin_charge:R:1
C -0.009073 -0.158934 -2.046552 -2.0149 -0.6880 1.4664 -0.05
C -0.770160 0.570544 -0.864203 1.8548 -1.3477 -0.5934 -0.51
N -1.970631 -0.167263 -0.544367 0.1628 1.7992 -0.2397 0.01
C 0.209623 0.760834 0.334911 -0.4698 0.9764 -0.7337 -0.53
S -0.671536 1.272786 1.819070 -0.0795 -0.5817 1.0491 0.72
H -0.515578 0.155252 -2.955555 0.9695 0.3614 -0.4439 0.07
H -0.322819 -1.208610 -1.983118 0.3357 -0.1190 0.1198 0.06
H 1.066125 -0.166632 -1.912415 0.1207 0.5691 -0.6582 0.07
H -0.961052 1.555444 -1.276251 -0.4892 0.4315 0.3596 0.11
H -1.952290 -1.110289 -0.853529 -0.1051 -0.6657 0.4519 0.05
H -2.286327 0.082957 0.386451 -0.2346 -0.7361 -0.2033 0.01
H 0.804884 -0.099652 0.630997 -0.2499 -0.3355 -0.1846 0.07
H 0.913158 1.549672 0.060581 0.0972 -0.0939 0.0664 0.07
H -0.805902 2.581179 1.672677 0.1214 0.4118 -0.4509 -0.16
O 3.268780 -2.939123 -0.268969 -0.1275 -0.9581 -0.3193 -0.07
H 3.353092 -3.814674 0.142052 0.0903 0.4679 0.3184 0.04
H 3.037617 -3.223304 -1.165354 0.0180 0.5085 -0.0047 0.03
```
Positions in Å, forces in eV/Å.

Orbital gap, respectively: 0.3574, 0.3508 Ha.
Energy relative to the best compared isomer or geometry (same formula, charge and spin), respectively: 169.6, 76.4 kJ/mol.
Lowest unoccupied orbital energy, respectively: 0.0331, 0.0258 Eh.